C4H9N2S | ωB97M-V with the def2-TZVPD basis set

```
16
Properties=species:S:1:pos:R:3:forces:R:3:mulliken_charge:R:1
C -1.25710 0.38009 1.02680 -1.1 -0.4 0.8 -0.925
N 0.98565 1.14367 -0.84492 0.9 -0.5 -0.8 -0.599
H -0.44550 -0.30738 -2.19461 -0.3 -1.8 1.2 0.365
C 0.37768 -1.13773 -0.57518 0.4 -2.4 2.5 -0.311
H -1.79273 -0.31182 1.73834 0.6 0.7 -0.5 0.343
C 0.21885 0.36251 1.35329 0.9 -0.3 1.7 0.101
H 0.23211 1.75145 -0.71341 -1.5 0.9 0.5 0.218
H -1.43420 -0.04660 0.03302 -0.4 0.7 0.5 0.272
C 1.10642 0.07305 0.10251 -2.2 -0.3 -1.7 0.104
H -1.80787 1.34900 1.13693 0.8 -0.6 -0.1 0.322
H 2.15962 -0.14515 0.23879 -0.1 -0.3 0.6 0.590
H -0.96041 -2.07253 -1.80406 0.8 1.4 0.2 0.295
S 0.85793 0.54248 2.86848 -0.7 -0.1 -2.1 -0.123
H 1.79849 1.70970 -0.84221 0.9 0.5 -0.2 0.246
H 0.40810 -2.10310 0.02943 0.1 1.2 -0.8 0.317
N -0.44703 -1.18765 -1.55320 0.9 1.5 -1.8 -0.214
```
Positions in Å, forces in eV/Å.

Calculated values
HOMO level (eV): -12.64
Net charge: +1
SMILES: CC(=S)[C@H](N)C=[NH2+]
E_LUMO (eV): -5.31
ΔE to the lowest compared entry with this formula, charge and spin (kcal/mol): 62.3
HOMO-LUMO gap (eV): 7.329